Entry 1:
8
Properties=species:S:1:pos:R:3 method="wB97M-V/def2-TZVPD" total_charge=-1 lumo_energy_ev="3.225 / 3.224" homo_lumo_gap_ha="0.316 / 0.316" relative_energy_kj_mol=150.0 total_energy_ha=-875.459736
C -0.6979 1.2472 0.0527
C 0.7436 -1.1942 -0.1547
C -0.1723 -0.0722 0.1132
O 0.7108 -2.3431 0.0297
O -1.2137 2.1886 -0.4270
O 1.6385 -0.4056 -0.5080
O -0.2959 0.7446 1.2770
Cl -2.6169 -0.6506 -0.2597

=====

Entry 2:
8
Properties=species:S:1:pos:R:3 method="wB97M-V/def2-TZVPD" total_charge=-1 lumo_energy_ev=3.512 homo_lumo_gap_ha=0.226 relative_energy_kj_mol=94.6 total_energy_ha=-519.310345
C 0.8301 0.0319 -0.3004
C -2.7069 -0.0509 0.0837
C 2.1534 -0.2934 0.1842
N -0.3455 0.0674 -0.4450
O -3.1358 -0.4707 -0.9261
O -2.4807 0.3525 1.1427
F 3.1139 -0.2261 -0.8674
F 2.5714 0.5892 1.1283

=====

Entry 3:
13
Properties=species:S:1:pos:R:3 method="wB97M-V/def2-TZVPD" total_charge=-2 lumo_energy_ev=6.264 homo_lumo_gap_ha=0.256 total_energy_ha=-1256.017255
C 0.9390 0.7162 -0.3584
C -1.2641 0.7424 0.4101
C -1.8475 -0.4589 -0.1643
O 2.8986 -0.8339 -1.3053
O 1.7848 -1.5669 0.9551
O 1.0839 1.6503 -1.0492
O 3.2859 0.5650 0.8072
F -1.2182 0.7164 1.7752
F -2.0124 1.8408 -0.0328
F -1.6695 -0.4268 -1.4860
F -1.2677 -1.5658 0.3594
F -3.1849 -0.8846 -0.0278
P 2.4722 -0.4941 0.1167

=====

Entry 4:
25
Properties=species:S:1:pos:R:3 method="wB97M-V/def2-TZVPD" total_charge=-2 lumo_energy_ev=4.423 homo_lumo_gap_ha=0.322 relative_energy_kj_mol=24.6 total_energy_ha=-3485.044396
K 1.1379 -0.1368 0.4506
C -0.7721 2.4941 -3.3946
F -1.0238 2.8006 -4.6727
F -0.1138 3.5447 -2.8914
F -1.9089 2.3622 -2.7483
S 0.2808 0.9135 -3.3723
O -0.6202 -0.0788 -3.9734
O 1.3909 1.2591 -4.2147
O 0.6168 0.6502 -1.9810
C -2.4266 2.0250 0.8695
F -2.0441 1.4588 -0.2469
F -2.8454 3.2580 0.5910
F -3.4594 1.3623 1.3729
S -1.0359 2.0707 2.1341
O 0.1684 2.4720 1.3946
O -1.5317 2.9811 3.1474
O -0.9628 0.6890 2.6226
C 1.9103 -3.7142 2.7573
F 2.8783 -2.8890 3.2023
F 2.0370 -4.9074 3.3427
F 0.7386 -3.1697 3.1538
S 1.9060 -3.8555 0.8710
O 0.5225 -4.2473 0.6156
O 2.2558 -2.4929 0.4478
O 2.9015 -4.8498 0.5222

=====

Entry 5:
9
Properties=species:S:1:pos:R:3 method="wB97M-V/def2-TZVPD" total_charge=-2 lumo_energy_ev=5.110 homo_lumo_gap_ha=0.191 relative_energy_kj_mol=146.1 total_energy_ha=-812.837503
C -0.0599 -1.2670 -0.5930
C 0.4481 1.6172 -0.1344
C -0.5337 -0.0637 0.2040
O -0.7355 -1.6472 -1.6552
O 0.2831 2.3080 0.8168
O 0.8870 -1.8657 -0.0655
O 0.8885 1.5031 -1.2332
F -0.1100 -0.2882 1.5381
I -2.7703 -0.0243 0.1636

=====

Entry 6:
24
Properties=species:S:1:pos:R:3 method="wB97M-V/def2-TZVPD" total_charge=-1 lumo_energy_ev=2.795 homo_lumo_gap_ha=0.307 relative_energy_kj_mol=16.1 total_energy_ha=-1825.562977
N 2.4566 -1.9027 0.2515
B 2.4846 -0.6648 -0.4677
O 2.6299 -0.6035 -1.8346
S 2.3313 0.9353 0.5358
O 3.7134 1.4095 0.4350
O 1.8800 0.6290 1.8845
N 1.4018 1.9874 -0.2007
S -0.1015 1.6196 -0.5611
O -0.8813 2.8394 -0.5800
O -0.2064 0.7910 -1.7496
C -0.8085 0.6191 0.7462
C -2.3252 0.4862 0.5048
C -2.7944 -0.9776 0.4316
S -3.8910 -1.3393 -0.9790
H 3.1781 -2.0444 0.9426
H 2.3974 -2.6947 -0.3775
H 3.5151 -0.3131 -2.0833
H -0.5578 1.0530 1.7100
H -0.3515 -0.3699 0.7058
H -2.8578 1.0015 1.3031
H -2.5822 0.9827 -0.4284
H -1.9515 -1.6630 0.3771
H -3.3987 -1.2352 1.3017
H -3.2804 -0.5454 -1.8680

=====

Entry 7:
17
Properties=species:S:1:pos:R:3 method="wB97M-V/def2-TZVPD" total_charge=0 lumo_energy_ev=0.734 homo_lumo_gap_ha=0.359 smiles=CNB(OC)OC relative_energy_kj_mol=23.9 total_energy_ha=-350.458605
B -0.1017 -0.0956 -0.0649
C 2.3194 0.0765 0.7934
C -1.7927 1.7414 -0.1485
C -0.8420 -2.4870 -0.5576
N 1.0878 0.6437 0.2978
O -1.2863 0.4039 -0.3625
O 0.0803 -1.5166 -0.0525
H 2.4618 -1.0252 0.6772
H 3.2521 0.5369 0.4506
H 2.4831 0.0394 1.9766
H -1.2903 2.5224 -0.7058
H -1.7172 2.0619 0.8644
H -2.8183 1.8048 -0.3946
H -1.5022 -2.9697 0.1302
H -0.2148 -3.2305 -1.0504
H -1.5343 -1.8772 -1.2021
H 0.7683 1.6293 0.5299

=====

Entry 8:
16
Properties=species:S:1:pos:R:3 method="wB97M-V/def2-TZVPD" total_charge=0 multiplicity=3 lumo_energy_ev="0.763 / -1.842" homo_lumo_gap_ha="0.206 / 0.306" relative_energy_kj_mol=54.2 total_energy_ha=-3038.385618
C 1.1492 -1.0417 -1.0147
C -0.0960 -0.1421 1.6964
C 1.1558 0.3202 -0.3701
N 0.1906 0.7982 0.6319
Si -1.7774 1.0872 -0.6186
Br -3.2860 -0.1620 0.2984
H 1.6589 -1.0701 -1.9960
H 1.7342 -1.8469 -0.3773
H 0.2686 -1.5269 -1.2837
H 0.8431 -0.2589 2.3535
H -0.9570 0.3086 2.3393
H -0.5301 -1.1307 1.5343
H 2.0270 0.4401 0.2131
H 1.0955 1.0026 -1.1811
H -2.1787 2.4180 -0.2905
H -1.2978 0.8043 -1.9350